The following is a quantum chemistry calculation of a cluster of 13 separate species, C52H104O13 in total in a non-equilibrium geometry, from OMol25.

The value obtained for the highest occupied orbital energy is -9.3 eV. Its relative energy (zero: lowest compared OMol25 entry of this formula, charge and spin) is 4.8404 eV. The molar mass comes out at 937.4 g mol⁻¹.

Last column: Löwdin charge in e.
Cartesian coordinates (Å):
O  -1.3664  -22.0961  -0.6700  -0.152
O  7.2850  -27.9836  -1.4972  -0.177
O  -2.3746  -22.3840  -5.1023  -0.135
O  0.3148  -29.5013  -6.8487  -0.170
O  -1.1494  -26.8163  -7.9606  -0.164
O  -4.2176  -28.1360  -3.3902  -0.132
O  4.3010  -25.8019  2.1296  -0.130
O  4.4432  -31.2005  -6.7407  -0.151
O  6.4877  -22.9594  -7.0199  -0.197
O  7.0317  -26.8451  -5.0052  -0.193
O  -0.0372  -30.3008  -0.3194  -0.152
O  1.0774  -25.7126  -4.5044  -0.117
O  6.1100  -22.6541  -1.4288  -0.136
C  6.3726  -30.3756  -5.7158  -0.158
C  0.8036  -22.2893  -1.6905  -0.141
C  2.5681  -24.5290  1.2136  -0.155
C  0.8772  -29.2106  -0.5502  -0.151
C  3.4191  -25.6285  -4.2610  -0.168
C  5.9734  -21.1297  -5.6944  -0.132
C  -1.9956  -21.3631  -6.0341  -0.204
C  1.0711  -29.2710  -2.0937  -0.170
C  -0.4651  -30.8992  -1.4724  -0.220
C  1.6397  -26.8447  -5.1511  -0.193
C  7.2510  -20.7739  -6.5150  -0.160
C  3.1516  -26.7363  1.9570  -0.156
C  6.7256  -30.6190  -7.1908  -0.142
C  8.7958  -25.9814  -5.9485  -0.169
C  -0.8765  -30.1986  -6.9055  -0.218
C  -3.5107  -27.5083  -2.2886  -0.156
C  5.6559  -23.6841  -2.3451  -0.188
C  -1.5060  -21.6039  -2.0357  -0.174
C  5.2978  -22.1602  -6.6455  -0.150
C  0.7966  -30.7071  -2.3886  -0.141
C  2.0871  -25.2841  -3.6426  -0.216
C  5.4219  -31.2368  -7.7956  -0.170
C  -0.0869  -22.7708  -0.4688  -0.170
C  -0.2678  -26.8799  -9.0485  -0.243
C  -0.3128  -22.2001  -2.6992  -0.216
C  5.1382  -28.1536  -0.6617  -0.162
C  7.7739  -25.9473  -7.0719  -0.172
C  1.3144  -30.2844  -6.1560  -0.173
C  -0.5498  -23.1721  -6.2691  -0.147
C  4.8660  -30.2615  -5.7534  -0.206
C  -1.0146  -21.9490  -7.0008  -0.184
C  6.9075  -24.0915  -3.1376  -0.166
C  6.5230  -26.1980  -6.2739  -0.131
C  -1.0438  -26.4632  -10.2978  -0.147
C  5.2205  -28.8874  -1.9929  -0.189
C  6.6828  -29.1830  -2.0809  -0.170
C  -2.4876  -26.4699  -9.7093  -0.158
C  7.5574  -22.7925  -1.1839  -0.157
C  -3.5879  -27.8077  -4.6143  -0.180
C  8.4073  -27.0875  -5.0330  -0.228
C  -0.3590  -31.5919  -7.2004  -0.154
C  6.4895  -27.4851  -0.4004  -0.152
C  3.1116  -26.5428  -5.4355  -0.122
C  0.9394  -31.7060  -6.4217  -0.166
C  -2.2998  -25.9886  -8.2744  -0.159
C  -1.7970  -23.5904  -5.4370  -0.210
C  4.0627  -24.5548  1.4984  -0.202
C  -2.1175  -27.5158  -4.1796  -0.178
C  8.0566  -23.8609  -2.1496  -0.169
C  -2.2301  -26.8680  -2.8724  -0.192
C  2.2043  -25.9955  1.0378  -0.183
C  7.5719  -22.0297  -7.3353  -0.182
H  7.1177  -23.4716  -4.0092  0.089
H  9.7947  -25.8986  -6.3768  0.121
H  -1.4031  -20.5201  -1.9814  0.121
H  -1.6030  -28.4441  -3.9315  0.098
H  5.0272  -23.3984  -3.1884  0.097
H  6.9505  -25.0966  -3.5572  0.093
H  4.6973  -24.4264  0.6215  0.096
H  2.2399  -30.1511  -6.7162  0.109
H  -0.7498  -31.9307  -1.2651  0.122
H  6.1781  -21.6925  -4.7837  0.085
H  0.8061  -32.3355  -5.5419  0.106
H  2.0473  -24.1980  -3.5601  0.103
H  2.6650  -27.0974  2.8631  0.117
H  -0.1837  -31.7336  -8.2668  0.114
H  4.6057  -22.8761  -6.2019  0.098
H  4.3440  -27.4848  -0.9934  0.095
H  0.3925  -22.4916  0.4695  0.102
H  7.7395  -24.9766  -7.5666  0.099
H  1.9896  -25.6741  -2.6294  0.116
H  5.2766  -20.3265  -5.4548  0.109
H  1.4025  -27.7307  -4.5622  0.094
H  -1.4136  -20.6068  -5.5075  0.109
H  6.9472  -29.6852  -7.7076  0.099
H  1.9830  -23.9972  1.9639  0.115
H  4.4356  -30.3800  -4.7590  0.117
H  1.1922  -26.2742  1.3312  0.113
H  8.5418  -22.3261  -6.9358  0.116
H  8.4702  -25.0656  -5.4551  0.105
H  3.3932  -27.6397  1.3971  0.078
H  0.6041  -31.0676  -3.3991  0.088
H  -2.4152  -21.9831  -2.5023  0.117
H  -2.9417  -27.4606  -9.6913  0.111
H  8.7886  -27.0730  -4.0120  0.126
H  8.6039  -28.0866  -5.4220  0.109
H  0.7100  -26.4167  -8.9158  0.117
H  1.6421  -22.9553  -1.8941  0.078
H  4.5125  -29.2754  -6.0544  0.097
H  2.3978  -26.3222  0.0160  0.089
H  0.3729  -23.0032  -5.7139  0.105
H  0.3384  -28.3928  -0.0716  0.111
H  -1.3738  -30.4319  -1.8520  0.111
H  7.7513  -23.0424  -0.1408  0.114
H  -1.6846  -22.0639  -7.8528  0.111
H  3.8299  -27.3565  -5.5353  0.087
H  7.5351  -31.3177  -7.4017  0.105
H  -0.3086  -21.1608  -7.2626  0.117
H  8.0614  -20.6047  -5.8059  0.104
H  7.1292  -29.3774  -3.0561  0.104
H  0.0004  -21.6819  -3.6055  0.111
H  -4.0657  -27.0147  -5.1896  0.108
H  5.9129  -26.8701  -6.8772  0.109
H  7.0364  -27.8650  0.4625  0.120
H  4.9519  -28.1912  -2.7875  0.097
H  1.5700  -31.3899  -2.0369  0.119
H  -0.8060  -26.9628  -11.2369  0.111
H  7.5398  -21.7105  -8.3770  0.114
H  7.9644  -26.7089  -7.8280  0.111
H  0.3126  -28.6178  -2.5251  0.089
H  6.9800  -29.9684  -1.3860  0.121
H  4.6068  -29.7745  -2.1496  0.112
H  5.9965  -25.2794  -6.0148  0.098
H  1.2701  -21.3416  -1.4215  0.113
H  -0.8295  -25.4072  -10.4622  0.100
H  1.7494  -32.1782  -6.9777  0.107
H  8.1332  -21.9191  -1.4902  0.110
H  0.9810  -27.1026  -5.9804  0.107
H  -1.2998  -30.1914  -5.9011  0.111
H  6.8546  -29.4352  -5.4483  0.076
H  4.0840  -26.1005  -3.5376  0.099
H  5.0548  -30.6840  -8.6603  0.109
H  -1.5436  -24.3421  -4.6894  0.097
H  6.4357  -26.3968  -0.3716  0.105
H  8.9071  -23.5578  -2.7602  0.105
H  4.8779  -28.8794  0.1087  0.114
H  3.1785  -25.9004  -6.3136  0.113
H  -0.0250  -27.8888  -9.3820  0.108
H  4.3757  -23.7084  2.1097  0.118
H  -2.8205  -20.8382  -6.5158  0.122
H  5.2462  -24.5806  -1.8797  0.097
H  2.0502  -28.8228  -2.2629  0.097
H  -0.6592  -23.1826  -3.0197  0.101
H  3.9640  -24.8252  -4.7569  0.085
H  -0.1676  -23.9468  -6.9337  0.101
H  -2.0147  -24.9464  -8.1306  0.099
H  -3.1970  -25.8739  -10.2835  0.105
H  6.7348  -31.1665  -5.0589  0.119
H  -1.4936  -29.6088  -7.5833  0.124
H  -2.6038  -24.0816  -5.9812  0.111
H  -1.3571  -26.9520  -2.2252  0.102
H  -1.0582  -32.3402  -6.8272  0.109
H  2.3065  -24.0095  0.2918  0.086
H  -4.1921  -26.7497  -1.9034  0.113
H  -1.4480  -27.0265  -4.8870  0.105
H  -3.1074  -26.2155  -7.5785  0.114
H  7.1059  -19.9507  -7.2145  0.107
H  1.7949  -29.3789  0.0134  0.109
H  4.7332  -21.7736  -7.4940  0.112
H  -0.2608  -23.8443  -0.5432  0.108
H  -2.3462  -25.7873  -2.9547  0.099
H  -3.5957  -28.6915  -5.2522  0.109
H  5.6051  -32.2297  -8.2062  0.110
H  -3.2600  -28.1572  -1.4494  0.111
H  1.2700  -29.9487  -5.1200  0.096
H  8.3812  -24.7689  -1.6415  0.104

Atomic forces in eV per Å
O 0.332 -0.274 0.479
O 0.570 0.520 -1.304
O -0.792 1.843 1.291
O 1.912 1.690 0.020
O 0.199 0.102 1.466
O 0.252 0.002 0.666
O -0.635 -1.690 0.571
O -0.056 -0.713 0.079
O -0.111 0.669 -0.713
O -3.044 -0.048 -0.460
O 0.190 0.195 2.546
O 0.280 -0.140 -0.350
O 0.177 -0.499 -0.440
C 0.803 0.613 -0.711
C -1.016 -0.544 1.863
C -0.572 0.504 -0.981
C -1.331 -1.160 -0.301
C 1.415 -0.452 -0.195
C -1.080 -0.688 -1.407
C 0.821 1.001 1.580
C 0.365 1.806 1.271
C 0.994 -0.526 -1.301
C -1.440 -1.480 -0.999
C -0.598 0.032 1.026
C 0.676 0.795 -1.020
C -0.757 -0.671 -0.829
C 1.065 1.554 -1.099
C 0.674 -0.177 0.656
C -0.203 0.972 -0.325
C 1.919 -0.307 -1.244
C 1.133 -0.166 1.400
C 1.722 -0.769 0.556
C -1.363 -1.557 -0.068
C 0.466 1.802 0.457
C 0.343 0.717 0.355
C 0.166 1.014 -1.607
C 0.181 -1.379 -1.872
C 0.750 -0.252 -1.946
C -1.291 -0.302 -0.276
C 0.257 -0.151 -0.132
C -0.598 1.023 -1.007
C 0.422 -1.505 -0.899
C 0.216 0.268 -0.181
C -1.264 0.733 -0.800
C 0.965 -0.355 0.466
C 0.949 -1.114 0.627
C -0.871 2.298 1.056
C 0.875 -0.409 -1.030
C 1.076 1.032 1.279
C -0.813 0.411 -0.994
C -0.360 -0.471 -1.169
C 1.818 -0.698 0.243
C -0.182 -0.107 -0.692
C -1.320 -1.072 -0.568
C 0.224 -1.633 -1.129
C -0.955 0.156 0.107
C 0.045 -1.071 0.299
C 1.408 -1.178 -0.774
C 0.893 -0.805 -1.930
C -0.433 0.177 -0.049
C 0.402 -0.932 -1.306
C 0.298 -0.851 -0.332
C -0.786 1.575 1.433
C -0.280 -0.111 0.645
C -1.574 0.653 1.209
H -0.497 0.469 0.021
H 0.233 -0.121 0.539
H -0.571 0.150 -0.182
H -0.237 -0.654 -0.566
H -0.916 0.977 0.878
H -0.491 -0.217 0.378
H -0.149 -0.426 -0.514
H 0.227 0.777 0.778
H 0.338 -0.162 0.004
H 0.318 0.288 0.029
H -0.052 0.215 0.246
H -0.428 0.098 0.140
H 0.462 0.696 0.538
H -0.146 -0.012 -0.019
H 0.182 0.012 0.469
H -0.303 0.592 1.641
H -0.530 -0.011 0.174
H 0.088 -0.067 0.047
H -0.131 -0.395 0.139
H 0.353 0.296 -0.032
H 0.882 -0.222 0.786
H -0.422 0.295 0.702
H 0.073 0.067 0.129
H 0.162 -0.354 0.422
H -0.368 -0.811 -0.174
H -0.212 0.332 -0.349
H -0.148 -1.036 -0.744
H 0.971 0.320 0.608
H 0.960 -0.044 0.319
H -0.044 0.723 -0.274
H -0.117 0.440 0.271
H 0.247 -0.208 0.160
H 0.003 0.374 0.015
H 0.258 -0.235 -0.309
H -0.227 0.606 0.352
H -0.325 -0.238 -0.229
H 0.320 0.352 -0.242
H -0.158 0.143 -0.137
H -0.422 0.391 0.802
H 0.436 0.772 -0.658
H -0.071 0.376 -0.477
H -0.213 0.123 -0.014
H 0.763 -1.089 -0.698
H -0.452 -0.167 0.033
H 0.207 0.187 0.401
H 0.384 -0.425 -0.015
H 0.026 0.560 -0.238
H -0.104 0.303 0.027
H -0.181 0.156 -0.103
H -0.116 0.453 0.367
H -0.524 -0.222 0.675
H -0.633 0.233 0.589
H 0.106 0.017 -0.239
H 0.166 0.168 0.363
H -0.328 -0.421 0.355
H 0.383 -0.736 -0.211
H -0.120 -0.175 -0.012
H 0.039 -0.037 -0.350
H -0.213 -0.619 -0.136
H -0.177 -0.031 0.512
H 0.016 -0.162 0.157
H -0.285 0.307 -0.197
H -0.021 0.241 -0.374
H -0.205 -0.103 -0.166
H -0.726 0.715 0.505
H 0.310 0.569 -0.685
H -0.674 -0.039 0.247
H -0.177 -0.020 0.483
H 0.112 0.031 0.010
H -0.091 0.443 0.063
H 0.081 0.807 0.912
H 0.224 -0.032 -0.267
H 0.254 0.298 0.394
H -0.347 0.444 0.205
H -0.104 -0.381 -0.358
H 0.121 -0.773 1.349
H -0.100 -0.234 0.614
H -0.395 -0.436 0.207
H -0.201 0.218 0.561
H 0.128 -0.360 -0.658
H 0.566 -0.341 -0.009
H -0.061 0.602 0.844
H -0.500 -0.334 -0.261
H -0.143 0.256 -0.394
H 0.138 0.268 -0.137
H -0.194 -0.067 -0.036
H -0.299 -0.669 -0.210
H 0.438 -0.641 -0.942
H 0.030 -0.470 0.009
H -0.130 -0.199 -0.404
H 0.309 0.200 -0.124
H 0.094 0.125 0.198
H -0.345 0.253 -0.224
H 0.089 -0.250 -0.108
H -0.047 0.313 0.508
H 0.160 -0.192 -0.061
H 0.522 0.438 -0.367
H 0.129 -0.163 0.230
H -0.320 0.181 -0.139
H -0.158 -0.105 -0.029
H -0.326 -0.377 0.671
H -0.294 -0.687 -0.382
H 0.634 -0.233 0.105
H -0.296 -0.163 0.066